Computed, not measured: one molecule with the formula C3H5N3, with the ωB97M-V functional and the def2-TZVPD basis.

Energy above the lowest of the compared OMol25 structures with the same formula, charge and spin ... 125.3 kJ/mol
Orbital gap ... 9.63 eV
SMILES string ... Nc1cn[nH]c1

Element x y z (Å)
N -1.85400 -0.22807 -0.13899
C -0.47097 0.04509 -0.26203
C 0.58261 -0.80838 -0.35877
N 1.72478 -0.08093 -0.09171
N 1.41777 1.22037 0.18105
C 0.12207 1.31388 0.01188
H -2.01804 -0.18726 0.86483
H -2.04316 -1.18826 -0.40692
H 0.63634 -1.86600 -0.58550
H 2.29467 -0.47904 0.64243
H -0.39207 2.25860 0.14372

Atoms 1-6, force components in eV/Å:
N -0.09 -0.14 -0.06
C 0.29 0.00 0.19
C -0.11 0.02 0.20
N -0.09 -0.09 0.14
N -0.25 -0.03 0.06
C -0.05 0.04 0.14